(1)
A structure of composition C46H49BrCl4N2O7Sn, computed with ωB97M-V/def2-TZVPD.

For the highest occupied orbital energy (alpha / beta), the calculation gives -2.29 / -2.29 eV. As for the total charge: -2. Its spin multiplicity is 1. The calculation puts the energy above the lowest of the compared OMol25 structures with the same formula, charge and spin at 0.0 kcal/mol.

Last column: Mulliken charge in e.
CARTESIAN COORDINATES (ANGSTROEM)
Sn 2.1528 -2.4584 -1.3101  1.227
C -4.9106 0.5158 2.6316  -1.816
C -3.4717 0.4372 3.1613  2.368
C -3.4551 -0.3765 4.4648  -1.640
C -3.0007 1.8549 3.4816  -2.079
C -2.5809 -0.2406 2.1269  -0.295
C -1.4896 0.3417 1.5788  -0.371
C -0.5986 -0.3800 0.7131  -0.969
N 0.5470 0.1084 0.2538  0.995
C 0.8092 1.4022 0.1420  -2.332
C -0.2038 2.3985 -0.0288  -0.203
C 0.0848 3.7173 -0.1534  -0.659
C 1.4637 4.1068 -0.0248  0.170
C 2.5002 3.2380 0.0881  -0.178
C 2.2332 1.7803 0.0596  1.711
O 3.1388 0.9490 0.0371  -0.797
C 3.9459 3.7076 0.2224  2.223
C 4.0501 5.2318 0.3035  -2.335
C 4.7737 3.2440 -0.9869  -1.529
C 4.5492 3.1263 1.5113  -1.766
C -1.0243 4.7294 -0.4541  2.266
C -2.1087 4.6498 0.6283  -1.790
C -1.6540 4.4071 -1.8154  -1.723
C -0.5055 6.1683 -0.5045  -2.415
C -0.8392 -1.7992 0.4470  0.531
O -0.0702 -2.5063 -0.2302  -0.423
C -2.0777 -2.3772 0.9816  0.008
C -2.8685 -1.6043 1.7660  -0.450
C -2.3676 -3.8463 0.6953  2.539
C -3.6964 -4.2934 1.3092  -2.528
C -1.2527 -4.7119 1.3099  -1.416
C -2.4474 -4.0854 -0.8202  -1.801
H -5.5654 0.9827 3.3736  0.504
H -5.3102 -0.4738 2.4054  0.266
H -4.9477 1.1090 1.7156  0.326
H -4.0655 0.1144 5.2290  0.466
H -2.4346 -0.4711 4.8404  0.246
H -3.8475 -1.3834 4.3162  0.296
H -3.6808 2.3122 4.2048  0.499
H -2.9844 2.4842 2.5889  0.246
H -1.9984 1.8543 3.9142  0.369
H -1.1848 1.3370 1.8758  0.824
H -1.2215 2.0435 -0.1567  0.813
H 1.6875 5.1639 -0.0460  0.601
H 3.6818 5.7137 -0.6056  0.372
H 5.1004 5.5079 0.4229  0.447
H 3.4974 5.6330 1.1570  0.411
H 4.3574 3.6489 -1.9129  0.303
H 4.7789 2.1599 -1.0593  0.263
H 5.8037 3.6012 -0.8877  0.464
H 3.9640 3.4362 2.3812  0.347
H 5.5735 3.4891 1.6398  0.436
H 4.5645 2.0398 1.4736  0.382
H -2.5677 3.6598 0.6512  0.215
H -2.8978 5.3844 0.4396  0.475
H -1.6833 4.8434 1.6153  0.367
H -2.1001 3.4107 -1.8087  0.279
H -0.8987 4.4260 -2.6030  0.352
H -2.4350 5.1335 -2.0631  0.478
H -0.0771 6.4751 0.4522  0.418
H -1.3326 6.8449 -0.7344  0.452
H 0.2555 6.2950 -1.2766  0.454
H -3.7573 -2.0498 2.1947  0.427
H -3.6839 -4.2373 2.4009  0.374
H -3.8763 -5.3344 1.0323  0.462
H -4.5361 -3.6994 0.9380  0.412
H -1.1617 -4.5178 2.3821  0.228
H -0.2902 -4.5096 0.8459  0.028
H -1.4913 -5.7703 1.1687  0.527
H -3.2715 -3.5119 -1.2555  0.339
H -2.6363 -5.1452 -1.0144  0.458
H -1.5307 -3.7996 -1.3326  0.152
O -0.1713 3.1868 -5.1565  -0.628
C 0.4062 2.1740 -4.4479  0.686
C -0.3363 1.2658 -3.7030  -0.493
C 0.3393 0.2633 -3.0353  -0.646
N 1.6690 0.1397 -3.0536  0.166
C 2.3374 1.0099 -3.7663  -0.352
Br 4.2273 0.8002 -3.7943  -0.159
C 1.7833 2.0553 -4.4914  -0.467
H -1.1253 3.1348 -5.0393  0.350
H -1.4180 1.3216 -3.6608  0.366
H -0.1973 -0.5044 -2.4919  0.475
H 2.3870 2.7330 -5.0756  0.493
Cl 1.9402 -6.3745 -7.1875  -0.250
C 1.4963 -5.3046 -5.8895  0.262
C 0.2060 -4.8256 -5.7913  0.185
Cl -1.0006 -5.2844 -6.9578  -0.263
C -0.1279 -3.9532 -4.7416  0.239
Cl -1.7469 -3.3224 -4.5952  -0.243
C 0.8077 -3.5436 -3.8015  -1.029
O 0.5514 -2.7261 -2.8214  0.455
C 2.1525 -4.0448 -3.8991  0.686
O 2.9969 -3.6385 -2.9997  -1.050
C 2.4577 -4.9145 -4.9423  0.139
Cl 4.0905 -5.5053 -5.0450  -0.245
O 3.4197 -5.3796 1.9319  -0.772
C 2.7308 -4.4193 1.5865  -0.120
O 2.5673 -3.9657 0.4091  -0.543
C 1.9499 -3.6765 2.6677  0.247
C 1.6131 -4.3305 3.8485  -0.679
C 0.8736 -3.6821 4.8273  -0.493
C 0.4836 -2.3597 4.6436  -0.661
C 0.8365 -1.6953 3.4766  -0.324
C 1.5590 -2.3548 2.4899  0.457
H 1.9426 -5.3540 3.9734  0.429
H 0.6002 -4.2060 5.7369  0.365
H -0.0885 -1.8487 5.4106  0.359
H 0.5385 -0.6645 3.3240  0.506
H 1.8269 -1.8407 1.5741  0.249

=====

(2)
A cluster of 2 separate species, C5H16NO2 in total in a non-equilibrium geometry, computed with ωB97M-V/def2-TZVPD.

For the highest occupied orbital energy, the calculation gives -14.29 eV. As for the total charge: +1. Its spin multiplicity is 1. The calculation puts the energy above the lowest of the compared OMol25 structures with the same formula, charge and spin at 26.9 kcal/mol.

Last column: Mulliken charge in e.
CARTESIAN COORDINATES (ANGSTROEM)
C 0.0269 -1.2761 1.7584  -0.782
O -0.7978 -2.3895 1.8345  -0.527
C -0.0683 -0.4902 0.4765  0.257
C -1.4541 -0.1438 -0.0507  -0.880
C -1.5400 1.0345 -1.0066  -0.989
C -0.9341 0.6865 -2.3827  -1.132
N 0.8679 0.7003 0.5052  -0.160
H 1.0454 -1.5854 1.9787  0.364
H -0.3205 -0.6195 2.5617  0.436
H -1.7304 -2.3219 1.6624  0.326
H 0.4644 -1.0780 -0.2838  0.242
H -1.8160 -1.0495 -0.5411  0.439
H -2.1465 -0.0982 0.7995  0.448
H -2.5948 1.2021 -1.2012  0.359
H -1.2295 2.0029 -0.6099  0.489
H -0.8562 -0.3664 -2.5891  0.337
H -1.5895 1.0278 -3.1876  0.374
H 0.0139 1.1849 -2.5809  0.358
H 0.7416 1.2564 -0.3309  0.293
H 1.8560 0.4095 0.7747  0.375
H 0.6456 1.2291 1.3589  0.411
H 4.0132 0.8708 -0.0580  0.310
H 3.8645 -0.5460 0.5586  0.329
O 3.5383 0.3599 0.5533  -0.675